148
Properties=species:S:1:pos:R:3:forces:R:3 method="wB97M-V/def2-TZVPD" relative_energy_kcal_mol=213.7
C 23.16512 15.82458 4.39947 -0.228 -0.826 -1.191
C 23.79904 14.46451 4.75580 0.073 0.182 0.659
O 23.83249 14.14939 6.15492 -0.429 0.485 0.021
H 23.76628 16.36936 3.66810 0.363 0.410 0.601
H 22.82800 16.40420 5.24926 0.353 0.129 0.054
H 22.29268 15.61110 3.77394 -0.322 0.122 0.352
H 24.83846 14.36654 4.42946 -0.381 0.039 -0.396
H 23.14592 13.72179 4.29593 0.401 -0.396 0.145
H 24.29194 14.88808 6.57183 -0.013 -0.213 0.158
C 20.36638 12.09827 5.68249 0.449 0.040 -0.187
C 20.06091 13.47001 6.21693 -0.733 -0.222 1.021
O 18.76110 13.44855 6.82298 -0.038 0.138 -0.680
H 20.25181 11.29161 6.40749 0.005 0.274 0.402
H 21.39979 12.08938 5.31672 -0.328 0.169 0.313
H 19.75620 11.78073 4.83480 -0.225 0.719 0.331
H 20.13613 14.21750 5.42019 -0.058 -0.011 0.118
H 20.74888 13.73191 7.02824 0.421 0.005 -0.358
H 18.37851 14.33656 6.74962 0.096 -0.156 0.208
C 21.40957 8.73194 3.29503 -0.105 -0.054 -0.109
C 20.98385 10.13715 3.68478 -0.096 -1.504 -0.282
O 22.16929 10.92021 3.61936 -0.334 0.688 -0.588
H 21.97531 8.78204 2.36329 0.206 0.114 0.103
H 20.58110 8.05796 3.06474 -0.082 -0.047 0.504
H 22.05898 8.36704 4.09173 -0.065 -0.455 -0.185
H 20.46129 10.17035 4.64518 0.700 -0.406 -0.130
H 20.18746 10.42538 2.98776 0.571 0.804 -0.307
H 22.58527 11.02524 4.47869 -0.191 -0.232 0.093
C 20.07315 18.95371 -0.29569 -0.738 0.517 0.220
C 19.43469 17.89312 0.59179 1.398 -1.142 0.219
O 20.31818 17.62577 1.69054 -0.368 1.125 0.687
H 20.35444 19.78063 0.36196 0.246 -0.133 0.068
H 19.33855 19.41795 -0.96177 0.076 -0.346 -0.281
H 20.95252 18.62534 -0.84536 -0.048 -0.175 0.014
H 19.35999 16.88331 0.16729 -0.601 0.472 -0.861
H 18.45360 18.22108 0.94228 0.101 -0.020 0.186
H 20.74877 16.77195 1.58287 -0.074 -0.369 -0.216
C 25.08466 16.65561 -0.07502 -0.600 -0.134 0.129
C 24.75508 17.81999 -1.00192 0.134 -1.337 -0.894
O 23.75912 17.30650 -1.91107 -0.522 -0.160 0.085
H 24.21642 16.13146 0.33438 -0.314 0.567 0.063
H 25.69022 16.97024 0.77336 0.302 -0.110 -0.183
H 25.53600 15.86671 -0.67859 0.540 0.178 0.154
H 25.64645 17.93468 -1.62426 0.123 0.790 0.313
H 24.41112 18.74399 -0.54378 0.110 -0.033 0.200
H 23.58636 17.90383 -2.64339 0.156 0.183 0.112
C 19.96579 13.77969 2.64919 1.885 1.305 -1.353
C 21.03463 13.73404 1.58757 0.973 0.104 0.173
O 21.34004 15.06962 1.17078 -0.135 0.213 0.157
H 19.02044 14.06068 2.18260 1.445 0.079 -0.498
H 20.22892 14.59897 3.32785 -0.068 0.001 0.000
H 19.92347 12.88409 3.26537 0.016 -0.154 -0.543
H 20.72983 13.18877 0.69134 -0.019 -0.392 0.295
H 21.95460 13.30436 1.99855 -0.126 -0.323 -0.155
H 21.94186 15.01220 0.40946 -0.180 -0.053 -0.142
C 22.39615 12.47268 -1.63762 0.804 1.257 -0.389
C 22.69924 13.82113 -2.33241 -0.972 -1.108 0.708
O 22.47152 14.81883 -1.33143 0.418 0.226 -0.711
H 23.16587 12.51276 -0.86536 -0.413 -0.770 0.467
H 22.52518 11.59740 -2.26996 0.103 0.072 -0.110
H 21.38549 12.49164 -1.24202 0.061 -0.046 0.203
H 21.99585 13.97618 -3.15305 0.340 0.151 -0.303
H 23.74937 13.82409 -2.62445 -0.070 0.152 -0.394
H 22.84255 15.63736 -1.70743 -0.110 0.202 0.467
C 19.88178 10.21739 -0.34416 -1.495 1.084 1.078
C 18.69107 9.26437 -0.60102 1.811 -0.454 -1.456
C 17.57237 9.26677 0.39338 -0.457 -0.186 1.392
O 16.68465 8.18477 0.19078 0.217 -0.375 -0.421
C 15.34648 8.42942 0.54493 0.405 1.257 0.279
N 18.23568 9.44503 -1.97675 -0.594 0.508 -0.559
H 20.44057 10.39097 -1.25701 0.431 -0.607 0.102
H 20.46135 9.97045 0.54795 0.333 -0.206 -0.323
H 19.47261 11.21571 -0.12074 -0.061 -0.009 0.077
H 19.17781 8.28151 -0.58729 -0.550 -0.236 0.196
H 16.98876 10.19217 0.47787 0.238 0.297 -0.471
H 18.00454 9.12020 1.39506 0.173 0.232 0.042
H 14.98362 9.32558 0.02317 -0.281 -0.355 -0.568
H 15.22113 8.76429 1.58391 0.211 -0.610 0.295
H 14.77917 7.53258 0.33703 -0.182 0.027 -0.063
H 18.27329 10.42904 -2.23842 -0.327 0.059 0.238
H 18.84716 9.01502 -2.65932 0.063 -0.363 0.276
C 24.80571 13.38245 1.93234 0.004 0.073 -0.640
C 25.72782 12.42890 2.67850 0.542 -0.042 -0.902
C 26.48543 11.49561 1.72576 1.141 -0.194 -0.007
O 27.45614 12.21675 0.97744 -0.262 0.414 -0.328
C 28.76132 11.70495 1.02215 -0.134 -0.502 -0.422
N 26.66006 13.23873 3.46074 0.154 0.707 0.332
H 24.10852 13.94385 2.55348 -0.063 -0.549 -0.178
H 24.31112 12.80449 1.15000 -0.460 0.163 0.157
H 25.35359 14.16673 1.40125 0.395 -0.229 -0.011
H 25.15023 11.71024 3.26514 -0.168 0.437 0.536
H 25.91886 10.89790 1.00533 -0.583 0.201 0.265
H 26.99581 10.77356 2.37923 0.089 -0.032 -0.074
H 29.08309 11.65979 2.06666 0.473 0.007 -0.157
H 29.39924 12.30282 0.37035 -0.011 0.471 0.484
H 28.84743 10.71241 0.55370 -0.292 -0.178 0.383
H 27.58385 12.88207 3.68187 -0.381 -0.857 0.048
H 26.90326 14.05455 2.90868 -0.281 0.034 -0.053
C 18.34315 14.99248 -2.74538 0.668 1.663 0.080
C 17.69787 14.62543 -1.42786 -1.203 -1.689 -1.468
C 16.41773 13.80356 -1.68217 1.912 3.010 -2.867
O 16.62265 12.65915 -2.47942 1.207 -0.376 -0.248
C 15.61735 11.70705 -2.33140 -0.847 -1.328 -0.866
N 18.54459 13.84208 -0.55173 1.525 0.552 -0.061
H 17.65223 15.54256 -3.39065 -0.170 -0.476 -0.167
H 18.82261 14.16305 -3.26063 -0.301 -0.174 -0.014
H 19.11513 15.74986 -2.55575 0.290 -0.219 0.036
H 17.27932 15.50865 -0.94221 0.527 0.186 0.338
H 15.69800 14.46024 -2.19572 -0.127 0.170 -0.279
H 15.94489 13.50352 -0.73965 4.337 3.981 -5.101
H 15.50635 11.32883 -1.30930 -0.151 -0.361 -0.546
H 15.81662 10.82672 -2.94577 0.513 0.151 0.018
H 14.64955 12.05373 -2.72135 -0.077 0.352 0.384
H 19.05226 13.10856 -1.03579 -0.387 0.000 -0.495
H 19.30255 14.39901 -0.16066 -0.161 0.284 -0.030
C 17.25616 11.88366 3.64233 1.107 0.577 0.289
C 17.36809 13.31861 3.12413 -1.672 -0.310 0.768
C 17.01103 13.35442 1.61658 0.431 -0.651 1.340
O 15.70136 12.81565 1.45350 -0.288 0.523 0.531
C 15.18068 13.13487 0.19834 -4.393 -3.469 5.037
N 16.50780 14.23799 3.88106 -0.098 0.077 -0.264
H 18.12701 11.37799 3.20719 -0.580 -0.632 -0.584
H 16.28654 11.43269 3.45907 0.134 -0.305 -0.099
H 17.54616 11.84792 4.69443 -0.665 0.271 0.210
H 18.41246 13.59420 3.28495 -2.687 -0.230 0.828
H 17.77483 12.79172 1.06511 -0.651 -0.042 0.071
H 17.00039 14.37201 1.21464 0.208 0.143 0.172
H 14.15121 12.76242 0.13250 -0.153 -0.334 0.273
H 15.76102 12.58665 -0.55921 -1.987 -2.299 2.993
H 15.05237 14.19645 -0.05191 0.023 0.166 1.149
H 15.55675 14.08017 3.55147 -0.067 0.003 0.237
H 16.73229 15.17533 3.55216 -0.044 0.071 0.217
C 19.65866 17.47593 4.99537 -1.325 -1.386 -0.102
C 19.94689 17.83050 6.43640 -0.623 2.479 -0.487
C 19.75599 16.80088 7.56173 0.794 1.263 -1.221
O 18.48334 16.24388 7.50318 -0.533 -1.340 0.293
C 17.36931 17.06432 7.75177 0.579 1.408 0.279
N 21.28019 18.41543 6.49034 0.840 -1.285 1.377
H 20.08378 16.48490 4.79637 -0.066 0.038 -0.255
H 20.01058 18.14797 4.21561 0.420 0.266 0.402
H 18.57806 17.42349 4.80606 0.049 -0.359 0.084
H 19.24770 18.62042 6.75632 0.074 0.124 -0.359
H 19.95215 17.39704 8.45965 -0.162 -0.395 0.337
H 20.52497 16.03159 7.45699 -0.334 -0.369 0.223
H 17.16336 17.69381 6.88282 -0.412 -0.253 -0.171
H 17.57138 17.79070 8.55131 0.224 -0.145 0.150
H 16.50054 16.50776 8.08804 0.116 -0.455 -0.396
H 21.51188 19.07550 5.76459 -0.488 0.049 -0.241
H 21.83859 17.58564 6.30316 0.690 0.504 0.100